This record from the Open Molecules 2025 dataset describes a structure of composition C30H45BrFeO2P2. The level of theory is ωB97M-V/def2-TZVPD.

Structure (XYZ):
```
81
Properties=species:S:1:pos:R:3:forces:R:3
Fe 0.6729 1.1335 -0.0241 -1.138 -2.634 -1.263
C 2.3117 2.3063 -0.3568 0.852 0.743 1.185
C 1.1840 3.1169 0.0455 0.726 -0.018 1.350
C 1.5951 1.5604 1.7507 0.330 1.638 -0.259
C 2.5633 1.3411 0.6873 0.512 1.655 0.520
C 0.7339 2.6499 1.3422 2.111 1.519 1.033
C 3.1080 2.5095 -1.6010 0.138 0.038 -0.214
H 2.4645 2.8398 -2.4280 0.222 -0.100 0.138
H 3.6060 1.5803 -1.9038 -0.027 0.281 0.014
H 3.8779 3.2812 -1.4499 -0.184 -0.225 -0.060
C 3.6458 0.3268 0.7467 0.050 -0.654 0.070
H 4.1775 0.2442 -0.2098 -0.063 0.005 0.274
H 3.2018 -0.6558 0.9835 0.316 0.352 -0.078
H 4.3734 0.5451 1.5450 -0.170 0.062 -0.278
C 1.5464 0.7880 3.0222 -0.228 -0.553 0.109
H 2.4510 0.9545 3.6244 -0.208 0.102 -0.127
H 1.5003 -0.2929 2.8041 0.024 0.474 0.203
H 0.6670 1.0570 3.6200 0.258 -0.023 -0.068
C -0.3710 3.2584 2.1407 -0.035 0.070 0.073
H 0.0016 4.0901 2.7553 -0.079 -0.211 -0.120
H -0.8253 2.5206 2.8098 0.014 0.223 -0.060
H -1.1509 3.6631 1.4864 0.089 -0.033 0.204
C 0.6447 4.2827 -0.7057 -0.221 -0.016 -0.249
H 1.1386 5.2143 -0.3983 -0.097 -0.218 -0.035
H -0.4296 4.3943 -0.5369 0.091 0.091 -0.043
H 0.8085 4.1524 -1.7794 -0.062 0.142 0.102
C 0.9787 -0.7625 -0.8622 0.716 -0.146 -3.090
C 0.9134 0.2309 -1.8711 0.569 -2.784 -0.405
C -0.3164 0.7685 -2.5390 -0.536 0.501 0.298
C -1.5410 0.8307 -1.5846 0.143 -0.541 -0.091
C -1.3029 1.2769 -0.1774 -1.849 -1.400 1.810
C -1.0439 0.3337 0.8678 -2.410 1.584 -0.976
C -1.0075 -1.1492 0.7243 0.829 -0.989 -0.054
C -0.1276 -1.6871 -0.4535 -0.838 -0.380 0.643
H -0.5777 0.1517 -3.4183 0.001 0.024 0.303
H -1.9403 -0.2069 -1.5010 0.404 1.199 -0.182
H -0.1063 1.7805 -2.9277 0.046 -0.323 0.088
H -0.7556 -1.9717 -1.3174 0.315 0.323 0.257
H 1.9746 -1.1825 -0.6739 -0.273 0.494 -0.003
H 1.8327 0.3837 -2.4420 -0.074 0.389 0.584
H 0.3495 -2.6061 -0.0761 -0.203 0.343 -0.279
H -0.5666 -1.5759 1.6407 -0.251 0.293 -0.295
H -1.2454 0.6469 1.8911 0.249 0.247 -0.246
H -2.0193 -1.5865 0.6545 0.130 0.445 -0.072
H -2.3130 1.4745 -2.0347 0.187 -0.306 0.116
H -1.7456 2.2367 0.0896 0.493 -0.139 0.162
P -3.0800 -1.2159 -2.9848 -0.108 -0.800 0.017
C -2.9407 -2.7674 -3.9422 -0.351 0.014 -0.343
C -3.9771 -0.0534 -4.0808 -0.013 -0.201 -0.381
P -4.5001 -0.2438 -0.3856 -0.694 -0.629 -0.329
C -4.3555 -1.5883 -1.6957 -0.139 0.015 -0.178
C -5.7809 0.7990 -1.2108 0.095 0.166 0.136
C -5.6712 -1.1411 0.7270 0.146 0.096 0.073
H -2.7918 -3.6144 -3.2566 -0.003 0.278 -0.208
H -2.0489 -2.6597 -4.5755 -0.280 -0.196 0.094
H -3.8165 -2.9540 -4.5736 0.126 -0.166 0.052
H -4.8461 -0.5412 -4.5450 0.142 0.216 0.042
H -3.2698 0.2609 -4.8612 -0.313 -0.028 0.077
H -4.3135 0.8399 -3.5423 0.178 -0.279 -0.126
H -6.5640 -1.4768 0.1854 0.171 0.019 0.106
H -5.9723 -0.4410 1.5165 0.011 -0.270 -0.062
H -5.1673 -2.0048 1.1785 -0.172 0.199 -0.007
H -4.0598 -2.5170 -1.1761 -0.031 0.292 -0.198
H -5.3392 -1.7558 -2.1751 0.250 -0.051 0.300
H -6.2848 1.3839 -0.4299 0.076 -0.057 -0.246
H -6.5192 0.1716 -1.7274 0.122 0.206 0.085
H -5.3147 1.4915 -1.9170 -0.233 -0.024 0.127
Br 4.3227 -3.2845 0.1083 0.230 -0.155 0.052
C 4.7687 -2.7599 1.8703 0.411 -0.107 0.113
C 6.0830 -2.4234 2.2069 -0.492 0.194 0.054
C 6.3702 -1.9704 3.5002 -0.390 -0.226 -0.158
C 5.3331 -1.7819 4.4205 -0.468 0.055 -0.288
C 4.0142 -2.0965 4.0579 0.410 -0.194 0.331
C 3.7399 -2.6560 2.8057 0.523 -0.639 0.438
C 2.3352 -3.1198 2.4557 -0.616 4.827 -1.314
O 2.1414 -4.3268 2.6988 -0.104 -0.937 0.220
O 1.5826 -2.2194 1.9916 0.747 -2.839 0.863
H 6.8539 -2.4940 1.4491 -0.008 -0.055 0.119
H 7.4022 -1.7753 3.7841 -0.232 0.036 -0.083
H 5.5410 -1.3937 5.4201 -0.085 -0.103 -0.378
H 3.1883 -1.9186 4.7440 0.228 -0.199 0.015
```
Forces are in eV/Å.

* HOMO energy (spin up / spin down): -9.09 / -10.11 eV
* ΔE to the lowest compared entry with this formula, charge and spin: 0.00 kcal per mole
* <S²>: 8.80
* E_tot: -158931.45651 eV
* 2S+1: 6
* total charge: +1